Here is an isolated ion of composition C11H21N2 and charge +1 from the Open Molecules 2025 dataset. Energies are from the ωB97M-V functional and the def2-TZVPD basis.

net charge	+1
E_HOMO	-13.1	eV
Kohn-Sham gap	10.9	eV
LUMO level	-2.259	eV
SMILES string	C=C1[C@H](C)[C@@](C)(N2CC2)[N@@+]1(C)CC
spin multiplicity	1
energy relative to the best compared isomer or geometry (same formula, charge and spin)	4.1373	eV

Structure (XYZ):
```
34
Properties=species:S:1:pos:R:3:mulliken_charge:R:1
C 2.25 1.52 -0.36 -1.237
C 1.13 0.85 -0.39 0.291
C -0.34 1.05 -0.79 -0.210
C -0.64 2.54 -0.91 -1.131
C -0.73 0.12 0.35 1.031
C -1.25 0.91 1.53 -1.856
N -1.64 -0.89 -0.04 -0.028
C -2.49 -0.72 -1.15 -0.700
C -3.00 -1.09 0.18 -0.340
N 0.78 -0.42 0.35 0.400
C 1.37 -0.55 1.69 -1.207
C 0.93 -1.67 -0.49 -0.195
C 2.39 -2.04 -0.88 -1.298
H 3.06 1.04 0.11 0.328
H 2.14 2.45 -0.82 0.293
H -0.37 0.70 -1.85 0.535
H -1.08 2.97 0.12 0.187
H -1.45 2.71 -1.67 0.354
H 0.24 3.17 -1.15 0.333
H -0.87 0.50 2.48 0.450
H -2.29 0.75 1.70 0.395
H -1.10 1.99 1.52 0.341
H -2.52 -1.60 -1.82 0.256
H -2.57 0.18 -1.65 0.349
H -3.50 -0.17 0.49 0.270
H -3.42 -2.10 0.59 0.253
H 0.78 -1.42 2.05 0.407
H 2.33 -0.89 1.50 0.498
H 1.14 0.43 2.07 0.420
H 0.44 -2.59 -0.09 0.467
H 0.31 -1.67 -1.48 0.297
H 3.06 -1.18 -1.09 0.264
H 3.01 -2.49 -0.15 0.400
H 2.24 -2.83 -1.62 0.385
```